[1]
ORCA calculation (wB97M-V/def2-TZVPD) on NO3Rb3 as an isolated structure.

Structure (XYZ):
```
7
Properties=species:S:1:pos:R:3:mulliken_charge:R:1
Rb 1.97865 -2.02751 2.17522 1.01
Rb -0.98119 -0.70080 2.78948 1.01
Rb -1.15626 2.08795 -3.20154 1.01
N 0.04367 0.17787 -0.45717 0.98
O 0.20654 -0.82506 0.32238 -0.74
O -0.15591 -0.02589 -1.64927 -0.62
O 0.06451 1.31344 0.02091 -0.65
```

Properties
total charge	+2
LUMO energy	-6.88	eV
HOMO energy	-15.95	eV
gap between HOMO and LUMO	9.069	eV



[2]
ORCA calculation (wB97M-V/def2-TZVPD) on NO3Rb5 as an isolated structure.

Structure (XYZ):
```
9
Properties=species:S:1:pos:R:3:mulliken_charge:R:1
Rb 22.52929 10.25844 -9.96995 0.99
Rb 21.15886 10.48104 -1.22895 0.99
Rb 21.40730 3.47221 -4.52870 1.00
Rb 27.65384 6.35239 -3.57261 0.99
Rb 24.87452 12.25220 -5.51065 1.00
N 23.62257 7.65628 -4.98908 0.98
O 23.58635 8.53708 -4.16166 -0.69
O 23.98082 6.57656 -4.66711 -0.62
O 23.48509 7.97969 -6.20543 -0.65
```

Properties
total charge	+4
LUMO energy	-10.53	eV
HOMO energy	-18.11	eV
gap between HOMO and LUMO	7.588	eV



[3]
ORCA calculation (wB97M-V/def2-TZVPD) on a 2-piece molecular cluster, NO4S overall.

Structure (XYZ):
```
6
Properties=species:S:1:pos:R:3:mulliken_charge:R:1
N 1.37153 0.11152 -0.13563 0.21
O 2.23039 0.67147 -0.79894 -0.57
O -1.98445 0.87848 0.67383 -0.45
O 1.59556 -0.48509 0.96939 -0.47
O -1.95147 -0.90200 -0.92428 -0.48
S -1.26155 -0.27439 0.21563 0.76
```

Properties
total charge	-1
LUMO energy (spin up / spin down)	3.51 / 3.51	eV
HOMO energy (spin up / spin down)	-3.73 / -3.73	eV
gap between HOMO and LUMO (spin up / spin down)	7.242 / 7.243	eV



Number 1: electronic energy -9583.29550 eV. Number 2: electronic energy -10873.76051 eV. Number 3: electronic energy -20514.06121 eV.